Here is a cluster of 8 separate species, C15H45NO8 in total at a distorted geometry from the OMol25 dataset. Energies are from wB97M-V/def2-TZVPD.

Each line ends with the natural charge from an NBO analysis.
Positions of all 69 atoms, in Å:
O -8.218 10.557 1.456  -0.7684
O -9.284 12.435 3.659  -0.9521
O -4.896 9.647 0.630  -1.0044
O -9.749 5.332 1.362  -0.7326
O -17.040 9.325 -0.249  -0.5627
O -5.836 10.606 3.004  -0.9584
O -6.849 11.607 -0.792  -0.9704
O -5.644 7.206 -0.719  -0.9654
N -15.979 8.730 0.464  -0.1956
C -17.328 8.949 2.507  -0.6042
C -15.977 9.197 1.866  0.1098
C -9.210 5.782 0.103  0.0868
C -13.620 8.162 1.904  -0.3869
C -8.096 4.808 -0.233  -0.6233
C -8.702 9.206 1.426  0.0788
C -8.623 8.566 2.810  -0.6527
C -14.778 8.483 -0.339  0.1218
C -10.349 5.776 -0.917  -0.6371
C -15.565 10.672 2.048  -0.6424
C -15.169 7.624 -1.566  -0.6001
C -14.055 9.740 -0.825  -0.6540
C -14.953 8.357 2.647  -0.3982
C -13.906 7.569 0.528  -0.4011
C -10.169 9.189 1.015  -0.6435
H -15.347 7.357 2.848  0.2043
H -14.275 7.360 -2.130  0.2040
H -5.227 9.895 1.529  0.4879
H -7.589 11.300 -0.243  0.4933
H -8.074 8.638 0.738  0.1970
H -8.457 3.775 -0.262  0.1987
H -7.588 8.465 3.143  0.2154
H -16.764 10.247 -0.396  0.4352
H -12.886 7.458 0.145  0.2058
H -8.859 6.813 0.144  0.1735
H -17.267 8.839 3.592  0.2080
H -15.895 11.068 3.013  0.2179
H -9.167 7.624 2.849  0.2427
H -10.544 4.837 1.148  0.4646
H -4.937 6.554 -0.729  0.4637
H -15.778 8.257 -2.214  0.2147
H -7.606 5.012 -1.186  0.2180
H -13.130 9.132 1.771  0.1834
H -16.095 11.330 1.352  0.1988
H -10.647 4.773 -1.241  0.2050
H -18.029 9.770 2.346  0.2111
H -14.764 8.854 3.600  0.2081
H -9.565 13.354 3.737  0.4803
H -7.374 4.736 0.581  0.2213
H -14.353 6.597 0.739  0.2141
H -13.140 9.438 -1.344  0.2174
H -12.970 7.540 2.520  0.2139
H -14.609 10.385 -1.507  0.2151
H -17.714 8.000 2.131  0.2275
H -8.932 11.057 1.890  0.4974
H -8.351 12.445 3.905  0.4769
H -10.535 8.169 0.891  0.2263
H -13.678 10.334 0.011  0.2087
H -5.396 10.204 0.014  0.4909
H -5.739 11.562 2.930  0.4766
H -10.041 6.294 -1.825  0.2221
H -10.333 9.710 0.068  0.2120
H -14.488 10.824 1.994  0.2052
H -10.793 9.673 1.771  0.2073
H -11.240 6.197 -0.446  0.2038
H -15.730 6.737 -1.284  0.2204
H -7.236 11.820 -1.647  0.4710
H -5.512 7.699 0.107  0.4953
H -6.750 10.417 2.713  0.4964
H -9.071 9.234 3.554  0.2053

Properties
ΔE to the lowest compared entry with this formula, charge and spin in eV: 0.5067
SMILES: CC1(C)CCCC(C)(C)N1O.CC(C)O.CC(C)O.O.O.O.O.O
Multiplicity: 1
E in eV: -34154.168